Entry 1:
Molecular formula: C44H41CrI2N8O7PS3
Method: DFT, ωB97M-V with the def2-TZVPD basis set

CARTESIAN COORDINATES (ANGSTROEM)
1 S 3.978 -2.743 0.240
2 C -1.032 -4.072 -3.172
3 H -5.357 -4.716 -0.877
4 H 5.711 -0.261 0.410
5 C -4.263 2.047 1.792
6 C 0.834 -6.147 -3.235
7 N 1.589 -2.697 -1.017
8 H -2.292 -5.360 -4.309
9 H -1.461 -5.714 1.736
10 H -1.860 4.062 -0.454
11 C -1.133 -3.646 1.241
12 I 0.670 -3.678 2.276
13 C -4.780 -3.803 -0.832
14 N 0.514 0.862 1.302
15 C 1.127 3.254 0.802
16 H 1.557 -6.951 -3.258
17 H 2.690 -0.411 -2.107
18 C -3.500 1.386 0.843
19 H -1.406 -0.357 -3.612
20 H 2.072 -4.839 -2.077
21 C 2.903 1.169 -3.521
22 H -4.342 2.292 -1.941
23 O 3.793 1.592 3.715
24 O -0.207 -1.621 -1.951
25 H -3.561 0.308 0.748
26 H 6.062 -2.483 1.367
27 H 2.979 4.125 2.752
28 S 3.422 0.041 1.080
29 H -4.773 3.941 2.663
30 C 2.316 2.333 -4.013
31 H 0.525 4.235 3.336
32 H 0.626 3.645 -3.847
33 H -1.654 -2.365 -2.668
34 H -3.231 5.218 1.213
35 H 5.139 4.613 4.855
36 C -3.988 1.671 -2.754
37 C -2.787 0.976 -2.642
38 H -1.123 3.146 -2.428
39 C -1.325 -5.264 -3.833
40 N 1.117 0.917 -1.937
41 H 5.519 -0.013 2.166
42 C 5.080 -2.028 1.492
43 C -2.640 2.104 0.011
44 Cr 0.089 -0.319 -0.515
45 N 0.858 2.212 3.030
46 C -3.122 0.036 -4.832
47 S 3.722 2.778 4.540
48 O 3.331 2.666 5.917
49 C 1.124 -4.970 -2.580
50 C 2.274 0.503 -2.501
51 C 0.207 -3.913 -2.538
52 H 7.296 3.328 5.151
53 C 1.127 2.760 -3.478
54 C -4.329 0.718 -4.937
55 H 0.208 -0.927 2.470
56 H 0.591 4.159 1.093
57 C 1.143 3.449 3.769
58 H -4.937 0.608 -5.825
59 O -2.000 -3.128 -3.166
60 C -1.570 -2.515 0.592
61 C -4.173 3.426 1.924
62 C -4.428 -1.511 -1.342
63 C -2.827 -2.579 -0.097
64 C 5.128 -0.529 1.291
65 H -6.146 -2.643 -1.995
66 H 6.059 2.774 6.287
67 C 2.886 -1.388 0.244
68 C -1.859 -4.853 1.219
69 C -0.401 -6.288 -3.864
70 H 2.199 3.455 0.845
71 C 0.618 0.943 3.515
72 C -4.758 1.538 -3.903
73 H 2.645 4.838 4.342
74 C -3.560 -3.793 -0.122
75 N 0.546 0.564 4.902
76 H 4.694 -2.276 2.481
77 C -3.041 -4.933 0.548
78 C 5.288 3.613 4.448
79 H 5.538 3.683 3.388
80 C 6.332 2.830 5.236
81 C -5.217 -2.668 -1.444
82 H 0.866 3.021 -0.217
83 N -3.284 -1.451 -0.706
84 H -0.644 -7.208 -4.381
85 H -4.770 -0.597 -1.815
86 O -0.821 -1.412 0.603
87 O 0.393 1.444 5.730
88 C -3.308 4.143 1.111
89 N -0.660 2.419 -1.898
90 C 0.538 2.018 -2.448
91 P -1.683 1.189 -1.223
92 C 2.599 3.921 3.752
93 N 1.754 -1.462 -0.376
94 C 0.552 -2.684 -1.795
95 C -2.540 3.486 0.159
96 O 0.715 -0.610 5.140
97 H 6.434 1.816 4.850
98 I -4.048 -6.759 0.558
99 H -4.926 1.482 2.433
100 H -5.697 2.069 -3.984
101 H -2.787 -0.609 -5.633
102 C 0.786 2.110 1.682
103 H 3.824 0.778 -3.927
104 H 2.780 2.888 -4.818
105 C 0.418 0.127 2.460
106 H 0.815 3.295 4.791
107 C -2.348 0.170 -3.691

Results
**Total charge**: +1
**HOMO level (alpha / beta)**: -9.87 / -9.88 eV
**Spin multiplicity**: 2
**HOMO-LUMO gap (alpha / beta)**: 6.51 / 7.10 eV
**⟨S²⟩**: 0.763

Entry 2:
Molecular formula: C7H10N
Method: DFT, ωB97M-V with the def2-TZVPD basis set

CARTESIAN COORDINATES (ANGSTROEM)
1 H 0.288 1.444 -1.403
2 C -1.488 -1.078 0.100
3 C -0.389 1.727 -0.680
4 H 0.814 0.412 2.450
5 C -0.223 1.096 0.576
6 H -2.070 -0.148 1.865
7 H -2.483 -1.496 0.059
8 H 2.721 0.921 0.458
9 C 0.106 0.442 1.658
10 C 2.483 0.029 -0.052
11 H 1.927 -1.821 -1.264
12 N -0.503 -1.460 -0.669
13 C 2.208 -1.003 -0.614
14 H -0.863 -1.716 -1.567
15 H -0.563 2.787 -0.474
16 H 0.555 -1.454 -0.451
17 H -1.329 1.474 -1.157
18 C -1.190 -0.156 1.163

Results
**Total charge**: +1
**HOMO level**: -13.52 eV
**HOMO-LUMO gap**: 8.95 eV